--- w ---
Molecular formula: C44H44ClN8O4Re
Method: DFT, ωB97M-V with the def2-TZVPD basis set

Results
Expectation value of S² = 0.765
Gap between HOMO and LUMO (spin up / spin down) = 6.3 / 6.2 eV
Charge = +1
Highest occupied orbital energy (spin up / spin down) = -9.97 / -10.13 eV
2S+1 = 2

Geometry (Å):
Re1 -0.230 -0.393 -0.977
Cl1 6.387 -3.419 -2.294
C1 4.691 -3.102 -2.296
C2 3.798 -4.172 -2.084
C3 2.456 -3.946 -2.050
C4 1.897 -2.637 -2.226
O1 0.652 -2.463 -2.189
C5 2.833 -1.549 -2.440
C6 2.390 -0.228 -2.633
N1 1.152 0.220 -2.505
C7 0.785 1.424 -3.072
C8 1.604 2.284 -3.795
C9 1.091 3.436 -4.385
C10 -0.251 3.717 -4.341
C11 -1.127 2.865 -3.644
C12 -2.520 3.067 -3.595
C13 -3.290 2.202 -2.859
C14 -2.679 1.162 -2.154
N2 -1.375 0.931 -2.194
C15 -0.596 1.745 -2.953
C16 4.217 -1.831 -2.490
H1 4.191 -5.169 -1.957
H2 1.761 -4.760 -1.913
H3 3.166 0.475 -2.922
H4 2.656 2.082 -3.905
H5 1.766 4.102 -4.900
H6 -0.653 4.582 -4.842
H7 -2.958 3.896 -4.129
H8 -4.359 2.316 -2.806
H9 -3.274 0.514 -1.528
H10 4.909 -1.023 -2.675
C17 -3.330 -2.568 -3.301
C18 -4.243 -2.941 -2.327
C19 -3.981 -2.678 -0.999
C20 -2.798 -2.032 -0.626
C21 -1.889 -1.619 -1.616
C22 -2.169 -1.900 -2.944
C23 -2.424 -1.780 0.758
C24 -3.150 -2.334 1.836
C25 -2.660 -2.237 3.103
C26 -1.472 -1.513 3.329
C27 -0.898 -1.409 4.612
C28 0.226 -0.658 4.820
C29 0.795 0.037 3.747
C30 0.267 -0.062 2.489
C31 -0.853 -0.874 2.217
N3 -1.315 -1.065 0.949
H11 -3.530 -2.775 -4.341
H12 -5.159 -3.435 -2.608
H13 -4.713 -2.958 -0.261
H14 -1.469 -1.596 -3.708
H15 -4.068 -2.865 1.649
H16 -3.161 -2.694 3.944
H17 -1.365 -1.935 5.431
H18 0.665 -0.574 5.801
H19 1.655 0.666 3.918
H20 0.696 0.510 1.692
C32 -2.069 4.839 -0.647
C33 -2.675 4.446 0.694
C34 -1.759 3.521 1.534
C35 -2.413 3.350 2.922
C36 -1.600 2.498 3.888
C37 -0.422 4.219 1.664
O2 -0.247 5.208 2.330
N4 0.616 3.681 0.931
C38 0.596 2.453 0.295
O3 1.628 1.971 -0.173
N5 -0.555 1.783 0.236
C39 -1.709 2.176 0.810
O4 -2.704 1.476 0.724
H21 -2.805 5.383 -1.233
H22 -1.761 3.960 -1.209
H23 -1.203 5.483 -0.511
H24 -3.618 3.917 0.539
H25 -2.870 5.346 1.279
H26 -3.388 2.881 2.773
H27 -2.558 4.343 3.348
H28 -1.530 1.475 3.524
H29 -2.088 2.485 4.860
H30 -0.594 2.892 4.021
H31 1.506 4.168 0.972
C40 3.632 -1.572 2.785
N6 3.407 -1.468 1.354
C41 4.125 -0.363 0.751
C42 2.194 -1.864 0.819
N7 1.491 -1.020 0.101
N8 1.827 -3.138 1.044
C43 0.532 -3.685 0.698
C44 2.734 -4.104 1.625
H32 3.621 -0.575 3.232
H33 4.602 -2.030 2.984
H34 2.852 -2.158 3.257
H35 5.130 -0.365 1.167
H36 3.678 0.619 0.944
H37 4.199 -0.517 -0.322
H38 1.963 -0.112 0.079
H39 -0.089 -3.790 1.592
H40 0.662 -4.671 0.250
H41 0.024 -3.065 -0.036
H42 3.758 -3.751 1.571
H43 2.662 -5.033 1.062
H44 2.473 -4.327 2.664

--- x ---
Molecular formula: C44H44ClN8O4Re
Method: DFT, ωB97M-V with the def2-TZVPD basis set

Results
Expectation value of S² = 0.757
Gap between HOMO and LUMO (spin up / spin down) = 6.8 / 6.4 eV
Charge = +1
Highest occupied orbital energy (spin up / spin down) = -10.10 / -9.96 eV
2S+1 = 2

Geometry (Å):
Re1 0.043 0.553 0.084
Cl1 0.131 2.255 7.143
C1 0.024 2.237 5.413
C2 -1.050 2.870 4.779
C3 -1.154 2.865 3.409
C4 -0.214 2.187 2.609
O1 -0.376 2.190 1.310
C5 0.884 1.581 3.263
C6 1.985 1.075 2.499
N1 1.899 0.715 1.267
C7 3.074 0.453 0.519
C8 4.264 -0.009 1.011
C9 5.386 -0.109 0.163
C10 5.307 0.271 -1.146
C11 4.076 0.707 -1.689
C12 3.910 1.101 -3.037
C13 2.666 1.433 -3.486
C14 1.573 1.345 -2.607
N2 1.692 1.036 -1.335
C15 2.943 0.743 -0.859
C16 0.999 1.633 4.663
H1 -1.794 3.375 5.381
H2 -1.973 3.371 2.917
H3 2.960 1.063 2.985
H4 4.349 -0.302 2.049
H5 6.318 -0.478 0.566
H6 6.175 0.221 -1.790
H7 4.766 1.115 -3.700
H8 2.487 1.717 -4.512
H9 0.574 1.517 -2.979
H10 1.860 1.191 5.149
C17 -3.150 -2.184 -1.256
C18 -3.834 -1.433 -2.214
C19 -3.431 -0.141 -2.458
C20 -2.340 0.396 -1.761
C21 -1.611 -0.350 -0.822
C22 -2.071 -1.653 -0.579
C23 -1.884 1.755 -1.910
C24 -2.528 2.692 -2.757
C25 -2.071 3.962 -2.825
C26 -0.925 4.331 -2.075
C27 -0.402 5.639 -2.178
C28 0.731 5.996 -1.506
C29 1.372 5.033 -0.708
C30 0.876 3.764 -0.581
C31 -0.302 3.371 -1.253
N3 -0.823 2.078 -1.164
H11 -3.469 -3.198 -1.043
H12 -4.669 -1.860 -2.752
H13 -3.963 0.448 -3.193
H14 -1.568 -2.261 0.159
H15 -3.389 2.375 -3.324
H16 -2.553 4.701 -3.453
H17 -0.919 6.346 -2.815
H18 1.133 6.995 -1.587
H19 2.277 5.295 -0.175
H20 1.401 3.071 0.055
C32 3.005 -2.461 -3.783
C33 1.740 -3.292 -3.634
C34 1.147 -3.270 -2.220
C35 -0.143 -4.148 -2.212
C36 -0.563 -4.736 -0.871
C37 2.122 -3.899 -1.258
O2 2.790 -4.872 -1.505
N4 2.142 -3.325 -0.006
C38 1.461 -2.197 0.414
O3 1.478 -1.944 1.614
N5 0.832 -1.406 -0.517
C39 0.752 -1.841 -1.836
O4 0.296 -1.114 -2.695
H21 3.409 -2.552 -4.791
H22 3.781 -2.795 -3.090
H23 2.800 -1.407 -3.602
H24 1.954 -4.335 -3.865
H25 0.969 -2.948 -4.324
H26 0.047 -4.969 -2.906
H27 -0.942 -3.542 -2.645
H28 0.160 -5.471 -0.516
H29 -1.520 -5.247 -0.977
H30 -0.681 -3.978 -0.097
H31 2.652 -3.814 0.718
C40 -2.871 -1.108 4.581
N6 -2.030 -1.407 3.431
C41 -0.968 -2.366 3.678
C42 -1.994 -0.590 2.341
N7 -0.845 -0.404 1.722
N8 -3.173 -0.033 1.979
C43 -3.332 1.241 1.305
C44 -4.404 -0.811 2.031
H32 -2.241 -1.029 5.469
H33 -3.614 -1.890 4.752
H34 -3.380 -0.159 4.436
H35 -1.365 -3.170 4.297
H36 -0.121 -1.911 4.206
H37 -0.609 -2.797 2.747
H38 -0.077 -0.780 2.268
H39 -2.381 1.747 1.192
H40 -4.005 1.868 1.897
H41 -3.781 1.093 0.321
H42 -4.226 -1.794 2.453
H43 -4.782 -0.935 1.013
H44 -5.163 -0.300 2.626

So which one is most stable? That would be x, about 154.3 kJ/mol below the next structure.

--- w ---
Molecular formula: CHCl3FOP
Method: DFT, ωB97M-V with the def2-TZVPD basis set

Results
Gap between HOMO and LUMO = 8.3 eV
Charge = 0
Highest occupied orbital energy = -10.37 eV

Geometry (Å):
C1 0.069 0.302 0.769
O1 0.115 -2.279 -0.733
F1 1.253 2.227 0.027
P1 -0.187 -0.860 -0.634
Cl1 -2.012 -0.680 0.259
Cl2 0.498 -0.460 2.202
Cl3 -0.325 -0.012 -2.427
H1 0.588 1.762 0.536

--- x ---
Molecular formula: CHCl3FOP
Method: DFT, ωB97M-V with the def2-TZVPD basis set

Results
Gap between HOMO and LUMO (spin up / spin down) = 10.4 / 5.8 eV
Charge = 0
Highest occupied orbital energy (spin up / spin down) = -11.53 / -9.60 eV

Geometry (Å):
C1 0.315 -0.301 0.407
O1 -1.023 -0.329 2.865
F1 0.661 -1.555 0.639
P1 -0.370 0.557 1.906
Cl1 -3.150 -0.665 0.692
Cl2 -1.539 1.931 1.232
Cl3 1.365 1.409 2.668
H1 0.721 0.100 -0.392

So which one is most stable? That would be w, about 32.1 kJ/mol below the next structure.

--- w ---
Molecular formula: CH9N2O
Method: DFT, ωB97M-V with the def2-TZVPD basis set

Results
Gap between HOMO and LUMO = 11.3 eV
Charge = +1
Highest occupied orbital energy = -14.46 eV

Geometry (Å):
O1 1.823 -0.020 -1.980
H1 2.207 -0.809 -2.429
H2 1.226 -0.250 -0.437
H3 2.081 0.781 -2.457
N1 0.561 -0.352 0.379
C1 -0.818 0.577 0.664
N2 -2.033 -0.155 0.959
H4 0.244 -1.234 0.317
H5 1.050 -0.208 1.197
H6 -0.462 1.038 1.653
H7 -0.836 1.362 -0.079
H8 -2.663 -0.627 0.303
H9 -2.379 -0.102 1.911

--- x ---
Molecular formula: CH9N2O
Method: DFT, ωB97M-V with the def2-TZVPD basis set

Results
Gap between HOMO and LUMO = 10.9 eV
Charge = +1
Highest occupied orbital energy = -14.22 eV

Geometry (Å):
O1 -1.592 -0.632 -1.189
H1 -2.195 0.167 -1.263
H2 -0.744 0.008 0.342
H3 -1.920 -1.360 -1.897
N1 -0.114 -0.465 1.018
C1 1.262 -0.062 0.331
N2 0.805 1.150 -0.355
H4 -0.502 -1.384 1.182
H5 -0.334 -0.110 1.950
H6 1.691 -1.026 -0.168
H7 1.921 0.295 1.170
H8 0.413 1.992 0.061
H9 1.310 1.427 -1.183

So which one is most stable? That would be w, about 70.5 kJ/mol below the next structure.

--- w ---
Molecular formula: C2H3N3S
Method: DFT, ωB97M-V with the def2-TZVPD basis set

Results
SMILES = [H]/N=N/NC1=CS1
Gap between HOMO and LUMO = 8.1 eV
Charge = 0
Highest occupied orbital energy = -8.38 eV

Geometry (Å):
H1 -2.448 1.161 0.590
N1 -1.931 0.281 0.694
N2 -0.766 0.199 0.249
N3 -0.101 -0.955 0.330
C1 0.940 -0.886 -0.554
C2 1.187 0.438 -0.787
S1 2.462 0.425 0.350
H2 -0.506 -1.829 0.822
H3 1.162 1.165 -1.695

--- x ---
Molecular formula: C2H3N3S
Method: DFT, ωB97M-V with the def2-TZVPD basis set

Results
Gap between HOMO and LUMO = 9.1 eV
Charge = 0
Highest occupied orbital energy = -8.46 eV

Geometry (Å):
C1 0.726 0.001 1.230
C2 -0.627 2.004 0.752
N1 0.655 1.039 1.886
N2 -0.010 -0.112 -0.035
N3 -0.848 1.063 -0.139
S1 -1.088 3.428 1.224
H1 1.382 -0.726 1.507
H2 -0.479 -0.855 -0.489
H3 -1.471 1.027 -0.856

So which one is most stable? That would be x, about 252.3 kJ/mol below the next structure.

--- w ---
Molecular formula: C6H9N3O
Method: DFT, ωB97M-V with the def2-TZVPD basis set

Results
SMILES = Cc1c[nH]c(CC(N)=O)n1
Gap between HOMO and LUMO = 9.2 eV
Charge = 0
Highest occupied orbital energy = -8.61 eV

Geometry (Å):
C1 -0.024 -3.305 1.368
C2 0.192 -2.178 0.413
C3 0.037 -2.165 -0.952
N1 0.333 -0.881 -1.348
C4 0.661 -0.170 -0.245
C5 1.015 1.281 -0.285
C6 -0.155 2.240 -0.473
N2 -1.064 2.307 0.509
O1 -0.005 3.265 -1.158
N3 0.599 -0.930 0.833
H1 -0.824 -3.066 2.083
H2 -0.305 -4.219 0.831
H3 0.888 -3.510 1.948
H4 -0.227 -2.944 -1.659
H5 0.324 -0.532 -2.297
H6 1.509 1.566 0.658
H7 1.730 1.478 -1.093
H8 -1.600 1.473 0.733
H9 -1.262 3.347 0.673

--- x ---
Molecular formula: C6H9N3O
Method: DFT, ωB97M-V with the def2-TZVPD basis set

Results
SMILES = C/C(n1ccnc1)=[N+](/C)[O-]
Gap between HOMO and LUMO (spin up / spin down) = 8.5 / 8.6 eV
Charge = 0
Highest occupied orbital energy (spin up / spin down) = -8.22 / -8.41 eV

Geometry (Å):
C1 1.542 -1.519 0.605
C2 0.795 -0.231 0.307
N1 -0.621 -0.281 0.068
C3 -1.420 -1.247 -0.541
C4 -2.731 -0.898 -0.249
N2 -2.747 0.219 0.539
C5 -1.496 0.520 0.753
N3 1.561 1.004 -0.043
C6 0.894 2.113 -0.687
O1 2.804 1.119 0.112
H1 2.506 -1.538 0.148
H2 1.696 -1.742 1.773
H3 0.830 -2.364 0.133
H4 -1.083 -2.098 -1.237
H5 -3.585 -1.472 -0.546
H6 -1.158 1.242 1.514
H7 0.381 2.748 0.017
H8 0.189 1.589 -1.445
H9 1.643 2.836 -1.222

--- y ---
Molecular formula: C6H9N3O
Method: DFT, ωB97M-V with the def2-TZVPD basis set

Results
SMILES = CCN(C=O)n1ccnc1
Gap between HOMO and LUMO = 10.1 eV
Charge = 0
Highest occupied orbital energy = -9.28 eV

Geometry (Å):
C1 -2.253 0.854 -0.062
C2 -1.008 0.237 0.749
N1 -0.170 -0.769 0.134
C3 -0.695 -2.051 -0.275
O1 -1.811 -2.426 0.007
N2 1.208 -0.537 0.052
C4 1.890 0.008 -1.002
C5 3.215 -0.110 -0.690
N3 3.374 -0.788 0.503
C6 2.151 -1.000 0.942
H1 -2.779 0.085 -0.734
H2 -2.866 1.471 0.673
H3 -1.933 1.667 -0.753
H4 -0.445 1.024 1.126
H5 -1.597 -0.244 1.543
H6 0.139 -2.604 -0.805
H7 1.329 0.274 -1.816
H8 4.000 0.210 -1.173
H9 1.928 -1.387 1.866

So which one is most stable? That would be w, about 216.4 kJ/mol below the next structure.